Below is a cluster of 2 separate species, C15H18O in total, with properties calculated with ωB97M-V/def2-TZVPD.

Each line ends with the Löwdin charge.
Element x y z (Å)
C (-0.37647, 0.47197, -1.62055)  -0.0604
C (1.30374, 4.39770, -0.90381)  -0.1049
C (1.39114, 3.38072, 0.11737)  -0.1104
C (0.63413, 4.04824, -2.09263)  -0.1248
C (0.87456, 2.10375, -0.03281)  -0.0708
C (0.20020, 2.74438, -2.33588)  -0.0529
C (0.34214, 1.75213, -1.28676)  -0.2709
H (1.96682, 5.36117, -1.02251)  0.1309
H (1.85838, 3.75796, 1.11827)  0.1228
H (0.80359, 4.69194, -2.96219)  0.0960
H (1.02370, 1.21418, 0.65256)  0.1200
H (-0.34681, 2.41160, -3.20174)  0.0880
H (-1.04288, 0.06687, -0.82708)  0.0716
H (0.48750, -0.21044, -1.66007)  0.0787
H (-1.09292, 0.63264, -2.52097)  0.1090
C (-1.04395, -1.14665, 3.05538)  -0.2477
C (-1.79184, 0.16874, 3.19464)  -0.0881
C (-0.67802, -1.72346, 1.70261)  -0.2829
C (-1.55430, -2.23300, 0.78556)  -0.0841
C (0.66753, -1.74835, 1.43444)  -0.0599
C (-1.21881, -2.97580, -0.29042)  -0.0132
C (1.08710, -2.35621, 0.23336)  -0.0217
C (0.13023, -2.89780, -0.65405)  -0.3641
O (0.47358, -3.37763, -1.84240)  0.0861
H (-0.13040, -1.18057, 3.66978)  0.0923
H (-1.57927, -1.95470, 3.63378)  0.1221
H (-2.05627, 0.47535, 2.11450)  0.1046
H (-2.57127, -2.04703, 0.92835)  0.1042
H (1.32451, -1.35785, 2.33944)  0.1527
H (-1.91853, -3.61467, -1.00325)  0.1695
H (2.16660, -2.43785, 0.11392)  0.1099
H (1.38116, -3.37566, -1.97823)  0.0752
H (-1.23414, 0.89918, 3.84970)  0.0926
H (-2.63267, -0.22922, 3.65628)  0.0306

Highest occupied orbital energy (Eh): -0.3077
SMILES string: CCc1ccc(O)cc1.Cc1ccccc1
Relative energy (zero: lowest compared OMol25 entry of this formula, charge and spin) (kcal per mole): 70.1


Below is an isolated molecule of C15H18O4, with properties calculated with ωB97M-V/def2-TZVPD.

Each line ends with the Löwdin charge.
Element x y z (Å)
C (-4.19878, -0.17586, 1.28029)  -0.0598
C (-3.77855, 0.93683, 0.33523)  -0.1996
H (-3.71613, 1.89908, 0.85357)  0.1191
H (-4.48163, 1.02496, -0.49958)  0.1298
O (-2.49440, 0.63083, -0.21593)  0.0146
C (-1.57478, 1.59637, -0.23146)  -0.4202
O (-1.75409, 2.72393, 0.15326)  0.1259
C (-0.29305, 1.10890, -0.81735)  -0.1715
C (-0.19074, -0.37783, -1.01549)  -0.4616
O (-0.07825, -0.92103, -2.08264)  0.1363
O (-0.20903, -1.00287, 0.15942)  0.0205
C (-0.13037, -2.42896, 0.13967)  -0.2011
C (-1.50870, -3.05320, -0.01725)  -0.0538
H (-1.94753, -2.74373, -0.96257)  0.0807
H (-1.42370, -4.13608, -0.00346)  0.0778
H (-2.15787, -2.73487, 0.79433)  0.0681
H (0.52320, -2.73363, -0.68429)  0.1234
H (0.32349, -2.70219, 1.09454)  0.1261
C (0.41732, 2.01902, -1.78802)  0.0190
C (0.97133, 1.87028, -0.41134)  -0.1256
C (2.20546, 1.12118, -0.08474)  -0.1786
C (2.78528, 1.30952, 1.16692)  -0.0302
C (3.92433, 0.61643, 1.53255)  -0.0836
C (4.50380, -0.27998, 0.65110)  -0.0934
C (3.93721, -0.47295, -0.59720)  -0.0745
C (2.79862, 0.22124, -0.96502)  -0.0283
H (2.37454, 0.05102, -1.94242)  0.1083
H (4.38444, -1.16913, -1.29164)  0.1040
H (5.39239, -0.82433, 0.93442)  0.0996
H (4.35973, 0.77532, 2.50822)  0.1017
H (2.33410, 2.00554, 1.85954)  0.1135
H (0.76776, 2.69469, 0.26434)  0.1474
H (0.91465, 1.54205, -2.61812)  0.1154
H (-0.07242, 2.94980, -2.03200)  0.1226
H (-4.25637, -1.11952, 0.74419)  0.0696
H (-5.17367, 0.05342, 1.70103)  0.0769
H (-3.47762, -0.27424, 2.08787)  0.0815

Highest occupied orbital energy (Eh): -0.3310
SMILES string: CCOC(=O)C1(C(=O)OCC)C[C@@H]1c1ccccc1
Relative energy (zero: lowest compared OMol25 entry of this formula, charge and spin) (kcal per mole): 0.0


Below is a structure of composition C15H19AsIrN4O6S, with properties calculated with ωB97M-V/def2-TZVPD.

Each line ends with the Löwdin charge.
Element x y z (Å)
Ir (-0.23593, 0.53225, -0.89213)  1.4227
O (0.16199, 1.47963, 2.46131)  -0.2333
As (-0.66090, -0.05839, 2.26984)  0.9325
O (-0.23580, -1.11961, 3.40914)  -0.4034
O (-0.18356, -0.59525, 0.69168)  -0.5395
C (-2.54945, 0.30704, 2.29394)  -0.2322
C (-3.16083, -0.13611, 3.45727)  -0.0653
C (-4.51771, 0.09041, 3.66945)  -0.0350
C (-5.26746, 0.76460, 2.72524)  -0.0348
C (-4.67140, 1.20381, 1.54883)  -0.0306
C (-3.32320, 0.96674, 1.33977)  -0.2741
S (-2.67522, 1.46512, -0.21335)  0.5809
O (-2.29377, 0.21275, -0.97351)  -0.4143
O (-3.60576, 2.31727, -0.85846)  -0.2173
O (-1.30954, 2.06107, 0.04916)  -0.4405
H (0.67758, 1.41955, 3.27846)  0.0694
H (-2.56628, -0.66166, 4.19413)  0.1082
H (-4.97956, -0.26245, 4.58150)  0.1191
H (-6.31955, 0.95085, 2.89116)  0.1198
H (-5.24370, 1.72578, 0.79539)  0.1212
C (5.22106, 0.23127, -0.85857)  -0.0005
C (3.91094, 0.91831, -0.69636)  -0.2683
C (3.59422, 2.19466, -0.28165)  0.0442
C (2.19782, 2.28550, -0.29328)  -0.2926
N (1.69260, 1.12883, -0.72930)  -0.1166
N (2.74456, 0.30878, -0.96347)  0.0687
C (1.34388, 3.43178, 0.12218)  -0.0186
H (6.02721, 0.91023, -0.59408)  0.0901
H (5.37081, -0.09155, -1.88917)  0.0903
H (5.28673, -0.64362, -0.21093)  0.0916
H (4.28364, 2.96720, 0.01102)  0.1261
H (2.57790, -0.65428, -1.20045)  0.1498
H (1.96992, 4.30025, 0.30942)  0.0922
H (0.79085, 3.18513, 1.03055)  0.0611
H (0.61480, 3.68895, -0.64638)  0.0828
C (0.34685, -4.72950, -2.21221)  0.0214
N (0.42621, -3.27852, -2.36427)  -0.1011
C (0.70230, -2.59797, -3.52434)  -0.0273
C (0.64182, -1.27542, -3.22289)  -0.0923
N (0.34060, -1.15397, -1.88417)  -0.1469
C (0.20575, -2.38113, -1.39791)  -0.1103
H (0.76774, -5.19353, -3.09897)  0.0985
H (-0.69029, -5.03748, -2.10257)  0.1045
H (0.91865, -5.04062, -1.34188)  0.1027
H (0.91426, -3.10629, -4.44799)  0.1336
H (0.80366, -0.42021, -3.85537)  0.1190
H (-0.04444, -2.61020, -0.37577)  0.1446

Highest occupied orbital energy (Eh): -0.4448
Charge: +1
Relative energy (zero: lowest compared OMol25 entry of this formula, charge and spin) (kcal per mole): 0.0


Below is a structure of composition C15H19AuCl3F4N4O2S, with properties calculated with ωB97M-V/def2-TZVPD.

Each line ends with the Löwdin charge.
Element x y z (Å)
Au (-0.43877, 0.66012, -0.18671)  0.8869
C (0.50201, 3.17178, -0.95183)  -0.3066
N (2.29446, 2.06201, 0.61347)  -0.2550
C (2.25327, 0.33170, -1.21624)  -0.1232
C (1.82096, 2.91589, 1.69313)  -0.1607
C (0.45950, 2.25770, 2.17301)  -0.1981
N (0.26009, 0.84100, 1.81260)  -0.0866
C (1.17076, -0.11338, 2.25167)  -0.1766
C (1.22923, -1.39599, 1.67978)  -0.1819
F (0.37757, -1.73583, 0.69596)  0.0201
C (2.17765, -2.33756, 2.02705)  -0.2183
F (2.17000, -3.49784, 1.36837)  0.1126
C (3.10615, -2.10957, 3.02010)  0.0882
C (3.02626, -0.88891, 3.65353)  -0.2132
F (3.86299, -0.59995, 4.65032)  0.1177
C (2.09268, 0.07217, 3.30292)  -0.1461
F (2.09745, 1.19212, 4.05105)  0.0842
H (2.46841, 2.47085, -1.82880)  0.1278
H (0.12540, 3.91782, -0.24429)  0.0313
H (0.81487, 1.57910, -1.95910)  -0.0538
H (2.95878, -0.25705, -0.63569)  0.0477
H (1.95673, -0.16909, -2.13407)  0.0569
H (2.94869, 1.40775, 0.89440)  0.0701
H (1.63476, 3.94174, 1.37961)  0.1052
H (2.59830, 2.88349, 2.44809)  0.1204
H (-0.37159, 2.78679, 1.71231)  0.0862
H (0.34794, 2.35758, 3.25057)  0.1187
H (3.84916, -2.84473, 3.28995)  0.1453
C (-2.90714, -2.37859, -3.00976)  -0.0435
N (-2.56101, -1.44593, -1.95231)  -0.0231
C (-3.00795, -1.52054, -0.70930)  -0.7345
S (-2.55973, -0.37229, 0.51114)  0.6990
N (-3.85385, -2.50196, -0.39694)  -0.0234
C (-4.41738, -2.78716, 0.91616)  -0.0682
H (-2.36012, -2.08353, -3.90085)  0.0894
H (-3.97602, -2.34962, -3.23635)  0.0981
H (-2.61588, -3.39871, -2.75003)  0.0979
H (-1.97997, -0.64615, -2.19545)  0.0608
H (-4.15530, -3.09847, -1.15104)  0.1262
H (-3.91771, -2.18418, 1.66652)  0.0402
H (-4.26865, -3.83938, 1.15099)  0.0938
H (-5.48264, -2.56115, 0.92990)  0.0949
Cl (1.51008, 1.85273, -0.84564)  0.5344
C (0.01362, 2.34957, -3.87091)  -1.0593
Cl (-0.36616, 3.63258, -3.02196)  1.0238
Cl (1.55417, 2.32587, -4.58871)  0.7676
C (-0.63280, 1.01319, -3.55812)  -0.7369
O (-0.74385, 0.21297, -4.45665)  0.0986
O (-1.06542, 0.88099, -2.34185)  -0.2351

Highest occupied orbital energy (alpha / beta) (Eh): -0.4082 / -0.4077
Charge: +1
Relative energy (zero: lowest compared OMol25 entry of this formula, charge and spin) (kcal per mole): 472.2


Below is a structure of composition C15H19AuClN5O4, with properties calculated with ωB97M-V/def2-TZVPD.

Each line ends with the Löwdin charge.
Element x y z (Å)
Au (0.06398, -0.06293, 0.42252)  1.3380
N (2.35196, 0.75453, 0.95809)  -0.0310
C (2.26576, 2.19679, 1.11497)  -0.2247
C (1.38500, 2.73833, -0.00350)  -0.1423
N (0.03445, 2.11899, -0.06434)  -0.0867
C (-1.02630, 2.73067, 0.77129)  -0.1514
C (-1.08475, 2.05936, 2.12109)  -0.1726
N (-1.29063, 0.60438, 1.88952)  -0.0538
H (2.83233, 0.51823, 0.09467)  0.0948
H (2.84485, 0.30930, 1.72410)  0.1071
H (1.86134, 2.42691, 2.10005)  0.1108
H (3.23843, 2.68575, 1.04446)  0.1382
H (1.28316, 3.81745, 0.12127)  0.1431
H (1.87469, 2.54695, -0.95773)  0.1390
H (-0.25170, 2.07655, -1.04039)  0.1418
H (-0.86317, 3.80191, 0.89581)  0.1468
H (-1.97852, 2.59510, 0.25573)  0.1423
H (-0.15975, 2.18878, 2.67647)  0.1173
H (-1.90204, 2.47704, 2.70943)  0.1475
H (-1.24365, 0.08835, 2.76944)  0.1082
H (-2.22323, 0.45462, 1.50491)  0.1181
O (1.99073, -4.30876, -3.18803)  0.1768
C (1.51421, -4.84739, -2.08196)  -0.4774
O (1.51702, -6.01885, -1.86256)  0.1333
C (0.92207, -3.92394, -1.02883)  0.0029
C (0.30892, -4.38590, 0.14523)  -0.5349
Cl (0.00641, -5.96381, 0.61819)  0.9402
N (-0.12521, -3.31414, 0.85483)  -0.0313
N (0.17583, -2.19450, 0.18505)  0.0050
C (0.80623, -2.53935, -0.93550)  -0.1224
C (1.24620, -1.43687, -1.80997)  -0.4864
O (1.78158, -1.59664, -2.86654)  0.1823
O (1.01170, -0.22291, -1.31465)  -0.1458
C (-0.82091, -3.26285, 2.11175)  -0.1925
C (-0.47343, -4.10726, 3.15241)  -0.0193
C (-1.17719, -4.03496, 4.34643)  -0.0247
C (-2.20653, -3.11951, 4.50574)  -0.0380
C (-2.54451, -2.27374, 3.45783)  -0.0702
C (-1.85120, -2.34253, 2.25935)  -0.0752
H (1.95123, -3.33470, -3.22359)  0.0817
H (0.35439, -4.79426, 3.05440)  0.1070
H (-0.91757, -4.70431, 5.15520)  0.1280
H (-2.75223, -3.07492, 5.43839)  0.1246
H (-3.37705, -1.58859, 3.56509)  0.1176
H (-2.14747, -1.73633, 1.41146)  0.0884

Highest occupied orbital energy (Eh): -0.5693
Charge: +2


Below is a structure of composition C15H19Br24ClIN2O2S, with properties calculated with ωB97M-V/def2-TZVPD.

Each line ends with the Löwdin charge.
Element x y z (Å)
O (2.53275, 3.80651, 0.87621)  -0.4277
S (1.79612, 2.41033, 0.87340)  0.4742
O (2.93316, 1.34609, 0.93780)  -0.4926
Cl (0.66790, 2.36472, -0.88907)  0.3575
C (0.63896, 2.33465, 2.34460)  -0.2409
C (-0.53079, 1.15350, 2.21982)  -0.2110
C (0.08788, -0.34327, 2.49233)  -0.1786
C (-0.75527, -1.52653, 1.67135)  -0.1343
N (-0.43061, -1.27636, 0.18700)  -0.1339
C (1.00408, -1.59201, -0.26862)  0.0683
C (0.98044, -1.15887, -1.84913)  0.0263
N (-0.44673, -0.70358, -2.09896)  -0.0353
C (-1.35619, -0.73471, -0.88098)  -0.5508
I (-3.45282, -0.17422, -0.59247)  0.9316
H (1.25654, 2.12772, 3.32301)  0.1428
H (0.04976, 3.35906, 2.38327)  0.1383
H (-1.29390, 1.36579, 3.10498)  0.1381
H (-1.10206, 1.27305, 1.20107)  0.0643
H (0.06331, -0.65926, 3.63926)  0.0671
H (1.22463, -0.30166, 2.19681)  0.1038
H (-0.39364, -2.60295, 2.01590)  0.1489
H (-1.92906, -1.45264, 1.86390)  0.1193
H (1.83818, -2.03262, 0.42425)  0.1534
H (1.91684, -1.22285, -2.54827)  0.0681
H (-0.74543, -0.37037, -3.05897)  -0.0533
C (5.15276, 0.33754, -3.32289)  -1.5886
Br (7.07351, 0.14900, -3.07913)  0.5870
Br (4.36742, -1.24551, -4.13605)  0.5515
Br (4.25660, 0.82009, -1.66504)  0.5927
H (4.99902, 1.16594, -4.02228)  -0.0869
C (2.71481, 1.62958, -7.05086)  -1.5624
Br (4.63556, 1.44105, -6.80710)  0.6026
Br (1.92947, 0.04653, -7.86402)  0.5378
Br (1.81864, 2.11214, -5.39301)  0.5391
H (2.56107, 2.45799, -7.75025)  -0.0177
C (0.65932, -2.12119, 7.05287)  -1.5844
Br (1.46764, -0.64748, 6.07356)  0.5317
Br (-1.13246, -1.68334, 7.67080)  0.5650
Br (0.68762, -3.77389, 6.02708)  0.5576
H (1.27317, -2.28760, 7.94423)  -0.0361
C (-2.24078, -1.01351, -6.77581)  -1.5498
Br (-3.83064, -2.12537, -6.63305)  0.5922
Br (-1.33643, -0.82038, -5.06440)  0.6415
Br (-1.03520, -1.64913, -8.16398)  0.5672
H (-2.57498, -0.01470, -7.07534)  -0.0122
C (-7.41255, -1.09417, -0.63623)  -1.6123
Br (-7.32165, 0.17397, 0.83613)  0.5459
Br (-8.09215, -2.82372, -0.06105)  0.5912
Br (-8.42010, -0.38466, -2.14152)  0.5665
H (-6.38679, -1.25351, -0.98473)  -0.0852
C (-9.38934, -4.11861, -3.85354)  -1.6089
Br (-8.11328, -3.00350, -4.80877)  0.5077
Br (-11.22406, -3.71326, -4.35709)  0.5677
Br (-8.98601, -6.01151, -4.05029)  0.5629
H (-9.28947, -3.87933, -2.78968)  -0.0708
C (3.25350, 1.62834, 9.32558)  -1.5870
Br (4.52956, 2.74344, 8.37035)  0.5655
Br (1.41878, 2.03368, 8.82203)  0.5331
Br (3.65683, -0.26456, 9.12883)  0.5481
H (3.35337, 1.86761, 10.38944)  -0.0204
C (6.39468, 4.02605, 1.38336)  -1.5992
Br (6.88528, 2.25107, 0.75641)  0.5394
Br (5.69340, 3.98485, 3.19735)  0.5473
Br (7.86350, 5.28886, 1.20356)  0.5657
H (5.58627, 4.38165, 0.73603)  -0.0286

Highest occupied orbital energy (Eh): -0.4214
Charge: +1


Maximum force in eV/Å, matching the order above: 3.603 0.600 0.216 4.405 1.591 8.819